# C4H12NO2

A 3-piece molecular cluster, C4H12NO2 overall in a non-equilibrium geometry (ωB97M-V/def2-TZVPD, OMol25).

Summary:
charge = +1
E_LUMO = -5.12 eV
ΔE to the lowest compared entry with this formula, charge and spin = 67.21 kcal per mole
HOMO energy = -0.52446 Ha

Last column: Löwdin charge in e.
Atoms and positions in Å:
C  -0.0419  2.7617  -0.6052  -0.0722
C  1.0823  1.7498  -0.7283  -0.0665
C  0.7354  0.4552  -0.8268  -0.0960
N  1.5517  -0.6169  -1.3279  0.0559
C  2.0540  -1.5661  -0.6252  0.2005
H  0.0314  3.1500  0.4214  0.0929
H  -0.9817  2.2396  -0.7840  0.0787
H  -0.0072  3.5972  -1.3059  0.0905
H  1.9773  2.2046  -1.1344  0.1186
H  -0.1410  0.0652  -0.3256  0.1194
H  1.9131  -0.4732  -2.2701  0.1835
H  2.4193  -2.4327  -1.1508  0.1297
H  1.9565  -1.4923  0.4503  0.1129
H  -3.7433  -1.0696  2.6000  0.0434
H  -4.1826  -1.1317  1.1818  0.0358
O  -3.3903  -1.1818  1.7126  -0.0499
H  -0.8078  -1.4964  1.2104  0.0303
H  -0.2637  -2.5380  2.2030  0.0519
O  -0.1613  -2.2249  1.3046  -0.0597

=====

# C6H12ClF2NO

One molecule with the formula C6H12ClF2NO in a non-equilibrium geometry (ωB97M-V/def2-TZVPD, OMol25).

Summary:
charge = 0
E_LUMO = 0.85 eV
ΔE to the lowest compared entry with this formula, charge and spin = 0.00 kcal per mole
HOMO energy = -0.32814 Ha
SMILES = CO[C@](C)(N(C)C)C(F)(F)Cl

Last column: Löwdin charge in e.
Atoms and positions in Å:
C  0.3865  0.0829  -1.7687  -0.0159
C  -0.5812  -1.8919  0.3797  -0.0784
C  -2.0172  0.0363  -0.0295  -0.0928
C  0.2466  2.0515  1.2695  -0.0158
C  0.3801  0.2716  -0.2732  -0.5105
C  1.8871  -0.5155  0.3540  -0.7514
N  -0.7335  -0.4520  0.3539  -0.1908
O  0.4540  1.6045  -0.0878  -0.1377
F  1.8024  -0.6341  1.6974  0.0388
F  2.2397  -1.7238  -0.2188  0.0076
Cl  3.2032  0.6157  -0.0508  0.7404
H  -0.2863  0.7533  -2.2785  0.0871
H  1.3666  0.1207  -2.2559  0.0856
H  -0.0347  -0.8412  -2.1382  0.0797
H  0.2147  -2.2616  0.9498  0.0556
H  -1.5632  -2.2173  0.7522  0.0983
H  -0.5309  -2.4353  -0.5759  0.0906
H  -2.6074  0.2534  0.7855  0.0587
H  -1.7592  0.9707  -0.5237  0.0850
H  -2.6147  -0.4664  -0.8842  0.1275
H  1.0010  1.7466  1.9038  0.0586
H  -0.7304  1.7723  1.4970  0.0619
H  0.2767  3.1597  1.1426  0.1179

=====

# C41H47F8N13O4S2

A 8-piece molecular cluster, C41H47F8N13O4S2 overall in a non-equilibrium geometry (ωB97M-V/def2-TZVPD, OMol25).

Summary:
charge = 0
E_LUMO = -1.15 eV
HOMO energy = -0.23764 Ha

Last column: Löwdin charge in e.
Atoms and positions in Å:
C  2.9019  3.6548  -0.9645  0.0635
C  1.8344  3.3820  -1.5015  -0.1324
C  0.3326  3.2726  -1.9883  -0.1670
C  -0.0197  1.7086  -1.9776  -0.2088
C  -0.5254  1.1903  -0.5637  -0.1630
C  0.6346  0.8392  0.4527  -0.0376
C  0.7859  1.6487  1.6969  -0.0325
C  -0.1076  2.8841  2.0818  -0.0340
C  0.7502  4.2365  2.1160  -0.3521
O  0.8999  4.9472  1.1580  0.1101
F  1.3975  4.6655  3.3062  0.0155
C  1.9012  1.2703  2.7150  -0.1364
N  2.1016  1.9735  3.9765  0.1193
C  1.1271  1.5909  4.7709  -0.3202
C  0.4345  0.1689  4.7200  -0.0481
C  0.5293  2.6022  5.8515  -0.0443
C  2.7928  0.1261  2.3991  -0.1109
N  3.8603  -0.2275  3.3462  0.1012
C  3.6343  -1.3160  3.9135  -0.7034
S  3.4121  -2.7210  4.7129  0.6926
C  2.6437  -0.6700  1.0924  -0.0870
N  3.5527  -1.7083  0.8797  0.1538
C  3.3175  -2.3980  -0.2913  -0.1992
S  4.4410  -3.8351  -0.6186  0.8353
O  5.3159  -3.9913  0.5707  -0.3006
O  3.6905  -5.1137  -0.7351  -0.2885
C  5.5498  -3.5725  -2.0964  -0.3602
F  5.3586  -2.3064  -2.6519  0.0841
F  5.1624  -4.5375  -3.0555  0.0627
C  7.0982  -3.8096  -1.8240  -0.2609
F  7.3173  -5.0910  -1.2963  0.1184
F  7.5746  -2.8708  -0.8906  0.1084
C  8.0304  -3.6516  -3.1045  -0.3813
F  9.3479  -3.8894  -2.6696  0.1070
F  7.7929  -4.5754  -4.1049  0.1343
F  8.0266  -2.3846  -3.6592  0.1238
C  2.2141  -2.0245  -1.2533  -0.1619
C  2.0600  -2.9213  -2.5637  -0.0727
C  0.9474  -4.0591  -2.4039  -0.3326
O  1.4029  -5.3250  -2.9029  -0.0636
C  -0.4452  -3.6141  -3.0514  -0.2118
N  -1.3499  -2.9706  -2.0483  -0.0346
N  1.3142  -0.9840  -1.1214  0.1748
C  1.5642  -0.3413  0.0990  -0.0902
H  3.8256  3.8836  -0.3672  0.0559
H  -0.3650  3.8407  -1.2878  0.1138
H  0.2058  3.6218  -3.0567  0.1064
H  -0.9039  1.5875  -2.6956  0.1124
H  0.8289  1.1189  -2.4262  0.0994
H  -1.0832  0.2116  -0.7636  0.0952
H  -1.2943  1.9018  -0.1537  0.0640
H  -0.9678  3.0885  1.3867  0.0968
H  -0.5502  2.7973  3.1285  0.1118
H  1.1559  -0.6946  4.6533  0.0510
H  -0.1930  -0.0091  5.6587  0.0927
H  -0.3052  0.0766  3.8583  0.0534
H  0.6307  2.2149  6.9074  0.0800
H  -0.5924  2.6230  5.6286  0.0888
H  0.9154  3.6496  5.7025  0.0713
H  3.0454  -3.2944  -2.9626  0.0941
H  1.6604  -2.1962  -3.3530  0.1207
H  0.7739  -4.1737  -1.2797  0.1505
H  1.8334  -5.8423  -2.1976  0.0824
H  -1.0114  -4.4923  -3.4826  0.1153
H  -0.2899  -2.8390  -3.8822  0.1140
H  -2.2369  -2.7007  -2.5261  -0.0370
H  -0.9576  -2.0645  -1.7426  0.0376
C  -5.3386  -4.6184  -3.2453  -0.0473
C  -4.3573  -3.5135  -3.4176  -0.2013
N  -3.5941  -2.6559  -3.5502  0.1368
H  -6.3408  -4.2075  -3.1209  0.0812
H  -5.3250  -5.2657  -4.1225  0.0827
H  -5.0822  -5.2069  -2.3639  0.0838
C  -3.2025  -1.0558  1.5421  -0.0989
C  -2.1310  -1.4590  2.4902  -0.2095
N  -1.2635  -1.8234  3.2811  0.0349
H  -3.9009  -1.8909  1.3830  0.0623
H  -3.7519  -0.2067  1.9458  0.0591
H  -2.7649  -0.7724  0.5855  0.0364
C  -3.9082  -5.0153  4.1272  -0.0536
C  -2.8858  -3.9436  3.9577  -0.0920
N  -2.0949  -3.0948  3.8113  0.0665
H  -4.8982  -4.5712  4.2449  0.0767
H  -3.9123  -5.6656  3.2513  0.0785
H  -3.6773  -5.6101  5.0112  0.0771
C  -5.6960  0.6623  -1.1168  -0.0774
C  -4.5605  1.2047  -0.3195  -0.2318
N  -3.6797  1.6239  0.3002  0.1518
H  -6.5766  1.2857  -0.9791  0.0421
H  -5.4319  0.6475  -2.1747  0.0814
H  -5.9253  -0.3530  -0.7933  0.0742
C  -9.3502  2.3012  -3.4545  -0.0561
C  -8.8935  1.1906  -2.5742  -0.2417
N  -8.5392  0.3286  -1.8910  0.1318
H  -8.7458  3.1904  -3.2730  0.0810
H  -9.2503  2.0099  -4.5003  0.0812
H  -10.3953  2.5323  -3.2472  0.0813
C  -1.6783  7.3314  2.7357  -0.0551
C  -2.2126  5.9423  2.7475  -0.2504
N  -2.6276  4.8628  2.7567  0.1357
H  -2.4408  8.0190  2.3676  0.0298
H  -1.3904  7.6267  3.7452  0.0850
H  -0.8040  7.3872  2.0859  0.0809
C  10.1791  -2.2527  -5.7828  -0.0796
C  11.0147  -1.5446  -6.7919  -0.2654
N  11.6627  -0.9954  -7.5746  0.1144
H  10.1085  -3.3109  -6.0367  0.0813
H  10.6275  -2.1532  -4.7941  0.0767
H  9.1779  -1.8238  -5.7641  0.0687
C  -5.4326  8.6511  4.2173  -0.0584
C  -4.5840  9.3399  3.2062  -0.2604
N  -3.9250  9.8735  2.4210  0.1280
H  -5.5082  7.5901  3.9766  0.0797
H  -4.9913  8.7610  5.2082  0.0803
H  -6.4315  9.0877  4.2218  0.0790

=====

# C35H41N4O3

A 2-piece molecular cluster, C35H41N4O3 overall in a non-equilibrium geometry (ωB97M-V/def2-TZVPD, OMol25).

Summary:
charge = +1
E_LUMO = -5.22 eV
ΔE to the lowest compared entry with this formula, charge and spin = 20.32 kcal per mole
HOMO energy = -0.36839 Ha

Last column: Löwdin charge in e.
Atoms and positions in Å:
C  1.7601  3.5970  4.0553  -0.2027
C  1.8209  2.9322  2.6817  -0.1815
C  0.5401  3.1273  1.8688  -0.1570
N  -0.6670  2.8374  2.6245  -0.0849
C  -1.7970  2.4027  1.9587  -0.2577
C  -1.7271  1.4826  0.9274  -0.0044
C  -3.1046  2.8973  2.5180  -0.1854
C  -4.0818  1.9994  2.9711  -0.0334
C  -5.1850  2.4706  3.6921  -0.0674
C  -5.3872  3.8449  3.8562  -0.0747
C  -4.4872  4.7540  3.2845  -0.0668
C  -3.3523  4.2838  2.6263  -0.0445
C  -0.7581  3.4647  3.9441  -0.1589
C  0.4892  3.2029  4.7924  -0.1773
H  2.6318  3.3059  4.6490  0.1140
H  1.7890  4.6878  3.9408  0.1190
H  2.6587  3.3419  2.1079  0.1142
H  2.0112  1.8578  2.8072  0.1101
H  0.5126  4.1808  1.5270  0.1390
H  0.5662  2.4970  0.9761  0.0972
H  -2.6281  0.9048  0.7269  0.0743
H  -0.9723  1.5730  0.1475  0.0524
H  -3.9360  0.9324  2.7934  0.0998
H  -5.8882  1.7563  4.1227  0.1086
H  -6.2483  4.2125  4.4160  0.1082
H  -4.6585  5.8300  3.3545  0.1110
H  -2.6379  4.9919  2.1933  0.1226
H  -0.8931  4.5546  3.8238  0.1259
H  -1.6323  3.0861  4.4948  0.1327
H  0.5212  2.1375  5.0591  0.1150
H  0.3893  3.7652  5.7271  0.1193
C  1.6487  -4.7744  -4.5987  0.0011
N  1.7756  -3.5778  -3.7994  -0.0372
C  2.7057  -2.6267  -4.1057  -0.3653
O  3.5177  -2.6939  -5.0254  0.1043
C  2.5469  -1.4934  -3.0929  -0.1546
C  2.2119  -0.1521  -3.7458  -0.0866
C  3.2766  0.3237  -4.7112  -0.2437
C  2.9506  0.5256  -6.0546  -0.0405
C  3.9420  0.8783  -6.9709  -0.0642
C  5.2616  1.0640  -6.5354  -0.0715
C  5.5750  0.9161  -5.1792  -0.0670
C  4.5834  0.5468  -4.2639  -0.0427
N  1.4765  -1.9858  -2.2223  0.0574
C  1.0237  -1.2510  -1.1836  0.0358
C  0.0159  -1.6539  -0.3116  -0.0490
C  -0.4586  -0.9363  0.7918  0.0144
C  -1.3751  -1.5108  1.7341  -0.1846
C  -1.6342  -0.8630  2.9814  -0.0025
C  -2.5163  -1.3813  3.9066  0.0289
C  -3.1691  -2.6049  3.6353  -0.1280
N  -4.2244  -3.0494  4.4751  -0.3081
O  -4.7928  -4.1305  4.1941  0.0776
O  -4.5618  -2.3405  5.4519  0.0794
C  -2.8966  -3.3066  2.4453  0.0304
C  -2.0527  -2.7544  1.4984  0.0188
C  0.9547  -3.3085  -2.6231  -0.4573
C  -0.5252  -3.2503  -3.0282  0.0171
C  1.2078  -4.3880  -1.5599  0.0197
H  2.3527  -4.7152  -5.4334  0.1037
H  1.8726  -5.6703  -4.0047  0.0996
H  0.6296  -4.8693  -4.9952  0.0972
H  3.4919  -1.4035  -2.5232  0.1724
H  1.2530  -0.2579  -4.2812  0.1324
H  2.0711  0.5884  -2.9419  0.1185
H  1.9168  0.3617  -6.3722  0.1155
H  3.6823  0.9988  -8.0228  0.1088
H  6.0409  1.3236  -7.2534  0.1080
H  6.5955  1.0779  -4.8262  0.1083
H  4.8156  0.4063  -3.2047  0.1127
H  1.5246  -0.2893  -1.0385  0.1537
H  -0.4135  -2.6429  -0.4891  0.0635
H  0.0614  -0.0145  1.0609  0.1070
H  -1.1294  0.0808  3.1943  0.1175
H  -2.7447  -0.8673  4.8376  0.1304
H  -3.3900  -4.2625  2.2828  0.1287
H  -1.9160  -3.2969  0.5612  0.1120
H  -0.6458  -2.5631  -3.8770  0.1078
H  -0.8614  -4.2530  -3.3198  0.0971
H  -1.1512  -2.8965  -2.2070  0.0723
H  2.2903  -4.5310  -1.4404  0.1099
H  0.7884  -4.1071  -0.5919  0.0747
H  0.7494  -5.3307  -1.8844  0.0991

=====

# C57H45LaN3OP2S2

C57H45LaN3OP2S2 as an isolated structure in a non-equilibrium geometry (ωB97M-V/def2-TZVPD, OMol25).

Summary:
charge = +3
E_LUMO = -7.88 eV
HOMO energy = -0.53598 Ha

Last column: Löwdin charge in e.
Atoms and positions in Å:
La  -0.7242  0.8246  0.6293  1.6394
O  0.0540  -0.4721  -0.8010  -0.8883
S  -0.0479  -1.9491  -0.3504  1.0327
C  1.5177  -2.6179  -0.8692  -0.3047
C  1.6223  -3.2331  -2.1015  -0.0297
C  2.7614  -3.9486  -2.4840  0.0250
C  3.7691  -4.0968  -1.5636  -0.1144
C  5.0341  -4.9020  -1.6075  -0.0750
C  5.7068  -4.6642  -0.2340  -0.0757
C  4.7921  -3.7146  0.4844  -0.1231
C  4.8496  -3.1576  1.7341  0.0237
C  3.8416  -2.2571  2.1033  -0.0661
C  2.7537  -1.9204  1.3031  -0.2694
P  1.7823  -0.4453  1.8454  1.0153
C  1.8886  -0.6379  3.6584  -0.4216
C  1.3328  -1.7957  4.2105  -0.1104
C  1.4103  -2.0227  5.5745  -0.0525
C  2.0462  -1.0990  6.3966  -0.0527
C  2.5717  0.0642  5.8554  -0.0578
C  2.4845  0.3035  4.4899  -0.0977
C  2.9336  0.9476  1.4954  -0.3509
C  4.2542  0.9703  1.9417  -0.0742
C  5.0810  2.0405  1.6407  -0.0305
C  4.6079  3.1055  0.8852  -0.0418
C  3.2975  3.1025  0.4363  -0.0645
C  2.4742  2.0307  0.7445  -0.1381
C  2.5977  -2.6042  0.0612  -0.1391
C  3.6776  -3.4271  -0.3258  -0.0695
C  -1.2079  -2.7734  -1.4285  -0.3374
C  -1.1733  -4.1345  -1.1751  -0.0838
C  -1.8089  -5.0769  -1.9850  0.0178
C  -2.4485  -4.6123  -3.1056  -0.1215
C  -3.1461  -5.3526  -4.2086  -0.0777
C  -3.7142  -4.2501  -5.1312  -0.0773
C  -3.2909  -2.9597  -4.4919  -0.1285
C  -3.5398  -1.6621  -4.8434  0.0254
C  -3.1235  -0.6582  -3.9624  -0.0559
C  -2.4095  -0.8826  -2.7910  -0.2740
P  -2.4165  0.6015  -1.7014  0.9746
C  -4.1986  0.9233  -1.4994  -0.3786
C  -5.1064  -0.1361  -1.4905  -0.0839
C  -6.4570  0.1105  -1.2982  -0.0522
C  -6.9112  1.4084  -1.1127  -0.0486
C  -6.0089  2.4616  -1.0939  -0.0525
C  -4.6545  2.2238  -1.2722  -0.1462
C  -1.7378  1.9076  -2.7903  -0.3698
C  -0.3442  1.9617  -2.8998  -0.1169
C  0.2601  2.8219  -3.8038  -0.0603
C  -0.5224  3.6465  -4.5992  -0.0494
C  -1.9036  3.6221  -4.4706  -0.0423
C  -2.5148  2.7583  -3.5731  -0.0833
C  -2.0128  -2.2183  -2.4709  -0.1191
C  -2.5446  -3.2205  -3.3247  -0.0678
H  0.7862  -3.1887  -2.7874  0.1242
H  2.8045  -4.4037  -3.4643  0.1326
H  5.6693  -4.5882  -2.4371  0.1360
H  4.8086  -5.9570  -1.7701  0.1358
H  6.7124  -4.2533  -0.3287  0.1341
H  5.8030  -5.5908  0.3346  0.1356
H  5.6585  -3.3735  2.4196  0.1321
H  3.9290  -1.8022  3.0805  0.1037
H  0.8638  -2.5309  3.5652  0.1135
H  0.9902  -2.9289  5.9910  0.1192
H  2.1390  -1.2969  7.4564  0.1204
H  3.0575  0.7885  6.4969  0.1192
H  2.9012  1.2112  4.0708  0.1032
H  4.6403  0.1506  2.5302  0.1054
H  6.1041  2.0424  1.9931  0.1244
H  5.2612  3.9309  0.6373  0.1224
H  2.9263  3.9248  -0.1621  0.1153
H  1.4522  2.0418  0.3639  0.0192
H  -0.5775  -4.4843  -0.3366  0.1253
H  -1.7557  -6.1302  -1.7457  0.1334
H  -3.9265  -5.9985  -3.8038  0.1356
H  -2.4486  -6.0057  -4.7354  0.1350
H  -4.8013  -4.3020  -5.2040  0.1348
H  -3.3284  -4.3267  -6.1484  0.1347
H  -4.0940  -1.4082  -5.7375  0.1334
H  -3.4231  0.3542  -4.1959  0.1089
H  -4.7659  -1.1531  -1.6427  0.1073
H  -7.1539  -0.7171  -1.3013  0.1172
H  -7.9691  1.5913  -0.9804  0.1193
H  -6.3581  3.4740  -0.9387  0.1174
H  -3.9544  3.0486  -1.2490  0.0574
H  0.2754  1.2883  -2.3163  0.0713
H  1.3382  2.8355  -3.8980  0.1147
H  -0.0559  4.3013  -5.3228  0.1194
H  -2.5143  4.2765  -5.0788  0.1210
H  -3.5937  2.7563  -3.4900  0.1058
C  -1.5344  6.2577  0.1889  0.0022
N  -0.7816  5.5325  1.2014  -0.1002
C  0.2751  6.0515  1.9270  0.0051
C  0.6883  5.1045  2.7816  -0.0184
N  -0.1135  3.9784  2.5775  0.0060
C  -1.0181  4.2683  1.5835  -0.6798
S  -2.1819  3.2653  0.8619  0.6232
C  -0.2696  2.9669  3.5681  -0.2604
C  -0.1507  3.3373  4.9014  0.0363
C  -0.3696  2.3880  5.8836  0.0052
C  -0.7179  1.1037  5.4980  -0.0224
C  -0.8035  0.8258  4.1522  -0.1389
N  -0.5760  1.7269  3.1814  -0.0201
H  -1.3998  7.3230  0.3526  0.1082
H  -2.5903  6.0153  0.2737  0.0869
H  -1.1915  5.9982  -0.8123  0.1058
H  0.6561  7.0439  1.7575  0.1466
H  1.5085  5.1109  3.4771  0.1412
H  0.0581  4.3633  5.1668  0.1273
H  -0.2962  2.6580  6.9282  0.1352
H  -0.9210  0.3343  6.2286  0.1293
H  -1.1057  -0.1639  3.8272  0.1148

=====

# C3HN

One molecule with the formula C3HN (ωB97M-V/def2-TZVPD, OMol25).

Summary:
charge = 0
E_LUMO = -0.53 eV
ΔE to the lowest compared entry with this formula, charge and spin = 60.94 kcal per mole
HOMO energy = -0.38867 Ha

Last column: Löwdin charge in e.
Atoms and positions in Å:
C  0.0353  0.0657  -0.1830  -0.3036
C  0.5265  -0.8864  0.3754  0.1513
C  -0.4601  1.2027  -1.0384  -0.0779
N  -1.0727  1.3497  -0.0105  0.1859
H  0.9711  -1.7317  0.8565  0.0444

=====

> Number 1 is which compound?

C4H12NO2